27
Properties=species:S:1:pos:R:3:forces:R:3:nbo_charge:R:1 method="wB97M-V/def2-TZVPD" gap_ha=0.0942 relative_energy_ev=0.0374 charge=-4 lumo_ev=7.1 e_tot_ha=-2903.33011 largest_force_ev_per_a=2.496
Li 4.996 -0.460 13.848 0.70 1.10 0.42 0.9332
Li 6.982 -2.009 16.311 1.27 1.61 -1.01 0.9424
Li 7.173 0.757 15.442 1.53 0.22 -0.21 0.8710
Li 7.274 3.283 14.030 0.55 -0.98 0.51 0.9193
S 9.709 -1.323 14.854 1.26 -0.11 -1.22 2.6058
O 8.495 -0.840 15.573 -2.03 -0.02 1.45 -1.2124
O 10.167 -0.313 13.906 0.04 -0.18 0.28 -1.0366
O 10.751 -1.704 15.816 0.47 -0.17 0.84 -1.1195
O 9.283 -2.558 14.148 -0.69 -1.36 -0.51 -1.1658
S 9.391 2.755 16.465 0.38 0.33 0.79 2.5976
O 9.829 1.606 17.253 -0.02 -0.41 0.14 -1.0757
O 10.405 3.175 15.489 0.20 0.44 -0.34 -1.1009
O 8.117 2.418 15.722 -0.74 0.12 -0.70 -1.2006
O 9.076 3.873 17.401 -0.22 0.67 0.03 -1.1525
S 6.863 1.129 12.283 1.64 -0.05 -1.08 2.6034
O 7.742 0.067 11.833 -0.27 -0.40 -0.22 -1.0319
O 6.412 0.908 13.683 -1.24 -0.62 0.85 -1.2016
O 7.598 2.418 12.312 -0.34 1.12 -0.09 -1.1427
O 5.666 1.202 11.427 -1.16 0.16 -0.36 -1.1326
S 4.714 0.300 16.305 -1.28 1.20 -0.02 2.5951
O 4.330 -0.072 17.648 -0.17 -0.79 0.95 -1.0682
O 3.576 0.113 15.355 0.14 -0.37 -0.67 -1.1432
O 5.166 1.706 16.286 0.04 -0.83 -0.02 -1.0509
O 5.810 -0.591 15.777 -0.29 -0.87 0.41 -1.1984
O 5.469 3.803 14.819 -0.11 0.02 -0.17 -1.0143
H 5.253 2.935 15.270 0.33 0.17 0.04 0.5326
H 4.671 4.327 14.878 0.00 -0.01 -0.08 0.4477

6
Properties=species:S:1:pos:R:3:forces:R:3:nbo_charge:R:1 method="wB97M-V/def2-TZVPD" gap_ha="0.2580 / 0.2609" relative_energy_ev=4.8331 charge=0 lumo_ev="-0.7 / -0.6" e_tot_ha=-260.94762 largest_force_ev_per_a=2.811
N -1.828 -0.644 0.338 1.27 -0.09 -0.45 0.0858
N 0.575 0.338 -0.106 0.38 -0.21 2.74 -0.1824
O -0.847 -0.989 -0.179 -1.35 -0.39 0.25 -0.1579
O 1.735 -0.071 0.282 -1.78 0.85 -1.69 -0.4542
H 0.372 0.676 -1.111 0.70 -0.16 1.85 0.3631
H -0.007 0.689 0.775 0.79 0.00 -2.70 0.3457

7
Properties=species:S:1:pos:R:3:forces:R:3:mulliken_spin:R:1 method="wB97M-V/def2-TZVPD" gap_ha="0.2895 / 0.3572" relative_energy_ev=0.2361 charge=0 lumo_ev="0.4 / -2.0" multiplicity=3 e_tot_ha=-659.23699 largest_force_ev_per_a=2.731 s_squared=2.0231
N 0.739 -0.717 -0.378 -0.86 -0.17 -0.19 0.1844
N 0.667 -1.780 -0.865 0.30 -0.39 -0.07 0.8464
O 2.549 0.882 0.183 0.62 0.69 0.20 0.4577
O -1.539 0.608 0.012 -1.84 -1.89 0.70 0.0071
S 1.090 0.750 0.145 0.85 -0.32 -0.06 0.5068
H -2.051 -0.246 -0.064 0.57 1.19 -0.97 0.0050
H -1.456 0.503 0.968 0.36 0.89 0.39 -0.0075